DFT (ωB97M-V/def2-TZVPD) results for 3 unconnected molecules or ions with the total composition C2H11NO2 in a non-equilibrium geometry.

Values from the calculation:
Highest occupied orbital energy (spin up / spin down): -13.35 / -13.35 eV
2S+1: 2
DFT total energy: -7827.865 eV
ΔE to the lowest compared entry with this formula, charge and spin: 81.48 kJ/mol
Charge: +1

Each line ends with the Mulliken charge.
Positions of all 16 atoms, in Å:
C1 -0.593 1.467 0.998  -0.70
N1 0.832 1.319 0.923  0.05
C2 1.675 2.418 1.355  -0.66
H1 -0.934 2.351 0.463  0.37
H2 -0.909 1.458 2.055  0.35
H3 -1.191 0.647 0.589  0.24
H4 1.125 0.420 1.319  0.35
H5 1.549 2.686 2.410  0.35
H6 2.704 2.076 1.276  0.32
H7 1.381 3.270 0.742  0.32
H8 -1.364 -1.117 -1.389  0.30
H9 -1.506 0.117 -2.166  0.31
O1 -1.880 -0.755 -2.147  -0.59
H10 0.158 -5.358 -1.461  0.31
H11 -0.986 -5.405 -2.590  0.33
O2 -0.061 -5.595 -2.380  -0.64



DFT (ωB97M-V/def2-TZVPD) results for a molecular structure, C24H19IN3PdS2Se in a non-equilibrium geometry.

Values from the calculation:
Highest occupied orbital energy (spin up / spin down): -10.24 / -10.28 eV
2S+1: 5
DFT total energy: -128253.778 eV
ΔE to the lowest compared entry with this formula, charge and spin: 72.39 kJ/mol
Charge: +1

Each line ends with the Mulliken charge.
Positions of all 51 atoms, in Å:
Pd1 -0.063 0.139 0.189  -0.48
C1 4.512 -3.284 -0.010  -0.81
S1 2.906 -3.739 0.705  0.02
C2 1.869 -2.454 0.083  0.36
S2 2.282 -0.818 0.415  -0.07
N1 0.781 -2.835 -0.518  -1.14
N2 -0.139 -1.913 -0.785  1.15
C3 -1.142 -2.224 -1.525  -0.71
C4 -2.113 -1.202 -1.847  0.61
C5 -3.300 -1.497 -2.513  -0.82
C6 -4.183 -0.472 -2.799  -0.39
C7 -3.857 0.821 -2.421  -0.77
C8 -2.646 1.038 -1.778  -0.26
N3 -1.799 0.060 -1.496  0.40
H1 5.226 -3.974 0.433  0.32
H2 4.776 -2.261 0.242  0.28
H3 4.475 -3.431 -1.086  0.31
H4 -1.234 -3.228 -1.934  0.37
H5 -3.521 -2.522 -2.782  0.45
H6 -5.111 -0.675 -3.316  0.44
H7 -4.520 1.648 -2.629  0.42
H8 -2.342 2.034 -1.480  0.46
I1 -2.384 -0.821 1.726  0.13
C9 -1.874 0.633 3.192  0.36
C10 -2.732 0.767 4.245  -0.66
C11 -2.450 1.711 5.247  -0.61
C12 -1.314 2.464 5.170  -0.89
C13 -0.411 2.319 4.093  1.03
C14 0.775 3.085 4.041  -0.78
C15 1.647 2.955 3.002  -1.18
C16 1.367 2.051 1.958  0.21
C17 0.220 1.297 1.954  0.22
C18 -0.690 1.389 3.041  0.61
H9 -3.623 0.159 4.317  0.40
H10 -3.141 1.831 6.070  0.40
H11 -1.088 3.192 5.939  0.39
H12 0.988 3.764 4.858  0.39
H13 2.562 3.533 2.974  0.44
H14 2.089 1.961 1.154  0.36
Se1 0.719 1.795 -1.746  0.06
C19 1.844 3.319 -1.882  0.33
C20 2.844 3.349 -2.856  -0.40
C21 3.567 4.511 -3.057  -0.57
C22 3.288 5.647 -2.305  -0.40
C23 2.310 5.609 -1.320  -0.68
C24 1.593 4.446 -1.098  -0.16
H15 3.047 2.469 -3.452  0.36
H16 4.349 4.535 -3.804  0.39
H17 3.835 6.562 -2.490  0.39
H18 2.110 6.487 -0.721  0.39
H19 0.830 4.411 -0.330  0.39